Record 1
ORCA calculation (ωB97M-V/def2-TZVPD) on a cluster of 2 separate species, C5H8IN in total in a non-equilibrium geometry.

Computed properties:
E_tot in eV: -14901.5371
SMILES string: C=CCC1=NC1.I
Charge: 0
HOMO level in eV: -10.0
Energy above the lowest of the compared OMol25 structures with the same formula, charge and spin in kcal per mole: 63.7

Each line ends with the Löwdin charge.
Geometry (Å):
C (1.201, 0.215, 0.230)  -0.110
C (-0.883, 2.190, 0.188)  -0.152
C (1.878, -1.010, -0.459)  -0.196
C (0.026, 1.140, -0.199)  -0.334
C (1.842, -2.196, 0.083)  -0.032
N (-0.911, 1.294, -1.017)  0.130
I (-5.242, -0.091, 0.106)  0.356
H (0.941, -0.095, 1.302)  0.123
H (2.083, 0.948, 0.434)  0.133
H (-1.733, 1.932, 0.935)  0.103
H (-0.449, 3.257, 0.012)  0.109
H (2.388, -1.062, -1.411)  0.091
H (-4.484, -1.176, -0.783)  -0.359
H (2.185, -3.095, -0.410)  0.057
H (1.158, -2.250, 0.990)  0.082


Record 2
ORCA calculation (ωB97M-V/def2-TZVPD) on the ion C17H27BrNO2 with charge +1.

Computed properties:
E_tot in eV: -93688.1582
SMILES string: COc1cc(C[NH2+]CC(C)C)cc(Br)c1OC1CCCC1
Charge: +1
HOMO level in eV: -11.3
Energy above the lowest of the compared OMol25 structures with the same formula, charge and spin in kcal per mole: 1.9

Each line ends with the Löwdin charge.
Geometry (Å):
C (-1.723, -3.461, -0.877)  -0.041
H (-1.577, -4.482, -1.226)  0.102
H (-2.063, -2.833, -1.700)  0.101
H (-2.463, -3.456, -0.074)  0.088
O (-0.452, -3.060, -0.396)  -0.048
C (-0.167, -1.806, -0.007)  -0.178
C (1.131, -1.673, 0.485)  0.039
C (1.642, -0.452, 0.894)  -0.242
C (0.861, 0.681, 0.751)  -0.107
C (-0.432, 0.568, 0.262)  -0.530
C (-1.010, -0.664, -0.075)  -0.212
O (-2.278, -0.809, -0.515)  -0.052
C (-3.378, -0.228, 0.211)  -0.321
H (-2.990, 0.317, 1.077)  0.124
C (-4.329, -1.339, 0.686)  -0.130
H (-4.279, -2.165, -0.023)  0.111
C (-5.709, -0.698, 0.609)  -0.184
H (-5.854, -0.012, 1.445)  0.118
C (-5.638, 0.076, -0.704)  -0.181
H (-5.747, -0.614, -1.542)  0.115
H (-6.410, 0.838, -0.785)  0.111
C (-4.233, 0.684, -0.693)  -0.159
H (-4.260, 1.694, -0.286)  0.090
H (-3.800, 0.732, -1.691)  0.115
H (-6.508, -1.436, 0.623)  0.113
H (-4.074, -1.705, 1.680)  0.120
Br (-1.344, 2.220, -0.038)  0.883
H (1.235, 1.657, 1.015)  0.102
C (3.051, -0.357, 1.405)  -0.080
H (3.306, -1.229, 2.009)  0.144
H (3.189, 0.545, 2.002)  0.143
N (3.998, -0.303, 0.247)  0.058
H (3.831, -1.130, -0.340)  0.190
H (3.769, 0.520, -0.326)  0.173
C (5.435, -0.236, 0.612)  -0.128
H (5.679, -1.118, 1.206)  0.143
H (5.588, 0.651, 1.230)  0.147
C (6.335, -0.166, -0.626)  -0.416
C (7.792, -0.165, -0.166)  -0.059
H (8.005, 0.719, 0.429)  0.091
H (8.455, -0.164, -1.025)  0.090
H (8.013, -1.046, 0.430)  0.085
C (6.037, 1.080, -1.458)  -0.062
H (6.103, 1.977, -0.847)  0.094
H (5.058, 1.042, -1.934)  0.074
H (6.771, 1.170, -2.253)  0.092
H (6.166, -1.057, -1.240)  0.143
H (1.711, -2.580, 0.562)  0.133


Record 3
ORCA calculation (ωB97M-V/def2-TZVPD) on an isolated molecule of C6H10NO2P in a non-equilibrium geometry.

Computed properties:
E_tot in eV: -21252.9998
Charge: 0
HOMO level in eV: -7.5
Energy above the lowest of the compared OMol25 structures with the same formula, charge and spin in kcal per mole: 114.3

Each line ends with the Löwdin charge.
Geometry (Å):
C (-0.424, -0.848, 0.209)  -0.093
C (0.338, 0.169, 0.836)  -0.354
C (-0.336, -0.755, -1.150)  -0.559
C (1.431, 0.792, 0.223)  -0.120
C (-0.590, 0.090, 3.296)  -0.096
C (-0.040, 0.166, -3.771)  -0.364
N (0.379, 0.354, 2.233)  -0.038
O (-0.555, -1.893, -1.980)  -0.062
O (1.928, 1.984, 0.706)  -0.048
P (-0.303, 0.803, -2.048)  1.027
H (-1.015, -1.606, 0.762)  0.126
H (-0.195, -0.558, 4.136)  0.091
H (-1.101, 0.955, 3.809)  0.088
H (-1.415, -0.481, 2.893)  0.059
H (0.938, -0.234, -3.958)  0.026
H (-0.217, 1.048, -4.417)  0.024
H (-0.690, -0.606, -4.069)  0.005
H (1.143, 0.944, 2.505)  0.096
H (-0.583, -2.751, -1.570)  0.085
H (1.307, 2.426, 1.355)  0.109


Record 4
ORCA calculation (ωB97M-V/def2-TZVPD) on a structure of composition C18H42HgN7O9 in a non-equilibrium geometry.

Computed properties:
E_tot in eV: -52375.2634
Charge: +1
HOMO level in eV: -11.4
Energy above the lowest of the compared OMol25 structures with the same formula, charge and spin in kcal per mole: 0.0

Each line ends with the Löwdin charge.
Geometry (Å):
Hg (-25.836, 5.683, 26.176)  1.248
N (-28.474, 6.948, 26.035)  -0.555
O (-28.206, 5.984, 26.799)  -0.063
O (-29.535, 7.497, 26.048)  0.084
O (-27.552, 7.319, 25.220)  -0.156
C (-27.118, 8.111, 29.540)  0.028
C (-26.133, 8.522, 28.487)  -0.515
O (-25.897, 7.785, 27.537)  -0.034
N (-25.532, 9.719, 28.623)  0.029
C (-24.584, 10.272, 27.675)  -0.056
H (-28.059, 7.812, 29.088)  0.089
H (-27.317, 8.883, 30.287)  0.082
H (-26.690, 7.262, 30.077)  0.091
H (-25.732, 10.268, 29.440)  0.136
H (-23.844, 10.849, 28.228)  0.088
H (-25.077, 10.912, 26.942)  0.084
H (-24.071, 9.482, 27.131)  0.063
C (-22.421, 6.627, 28.015)  0.037
C (-23.444, 5.780, 28.726)  -0.518
O (-24.481, 5.442, 28.170)  -0.035
N (-23.119, 5.325, 29.951)  0.025
C (-23.920, 4.362, 30.701)  -0.044
H (-22.256, 6.162, 27.046)  0.082
H (-21.506, 6.739, 28.592)  0.082
H (-22.846, 7.618, 27.853)  0.075
H (-22.192, 5.514, 30.289)  0.133
H (-24.944, 4.401, 30.332)  0.077
H (-23.848, 4.563, 31.762)  0.085
H (-23.598, 3.344, 30.455)  0.087
C (-27.864, 2.471, 28.845)  0.022
C (-27.176, 2.585, 27.509)  -0.511
O (-26.535, 3.581, 27.205)  -0.028
N (-27.259, 1.505, 26.699)  0.029
C (-26.766, 1.472, 25.346)  -0.065
H (-27.123, 2.568, 29.639)  0.083
H (-28.384, 1.528, 29.012)  0.079
H (-28.587, 3.278, 28.951)  0.095
H (-27.747, 0.707, 27.065)  0.134
H (-25.860, 2.069, 25.255)  0.062
H (-27.499, 1.822, 24.620)  0.087
H (-26.481, 0.449, 25.088)  0.090
C (-23.355, 8.409, 23.252)  0.020
C (-24.460, 8.126, 24.228)  -0.506
O (-24.423, 7.098, 24.918)  -0.049
N (-25.435, 9.050, 24.407)  0.040
C (-25.891, 9.978, 23.394)  -0.059
H (-22.790, 9.268, 23.623)  0.101
H (-23.734, 8.669, 22.267)  0.077
H (-22.702, 7.545, 23.200)  0.077
H (-26.191, 8.675, 24.982)  0.095
H (-25.186, 10.151, 22.589)  0.076
H (-26.113, 10.947, 23.848)  0.086
H (-26.839, 9.647, 22.960)  0.088
C (-25.935, 3.796, 22.067)  0.031
C (-26.432, 4.772, 23.087)  -0.504
O (-26.406, 4.472, 24.289)  -0.064
N (-26.958, 5.939, 22.702)  0.051
C (-27.049, 6.446, 21.346)  -0.064
H (-25.857, 4.198, 21.061)  0.073
H (-26.647, 2.968, 22.071)  0.101
H (-24.957, 3.413, 22.352)  0.083
H (-27.329, 6.490, 23.475)  0.104
H (-26.085, 6.728, 20.926)  0.086
H (-27.754, 7.274, 21.322)  0.090
H (-27.509, 5.709, 20.680)  0.089
C (-23.184, 2.283, 26.735)  0.024
C (-23.084, 3.378, 25.692)  -0.524
O (-23.879, 4.303, 25.634)  -0.026
N (-22.084, 3.264, 24.797)  0.019
C (-21.854, 4.226, 23.736)  -0.053
H (-22.226, 2.116, 27.223)  0.087
H (-23.643, 1.410, 26.274)  0.087
H (-23.866, 2.644, 27.507)  0.073
H (-21.442, 2.498, 24.906)  0.138
H (-21.166, 3.820, 23.009)  0.088
H (-21.498, 5.170, 24.164)  0.086
H (-22.814, 4.497, 23.290)  0.074